C5H13NO2 | wB97M-V/def2-TZVPD

Calculated values
* SMILES: CCCCC(N)(O)O
* molar mass: 119.2 g mol⁻¹
* highest occupied orbital energy: -10.17 eV
* frontier orbital gap: 11.0 eV
* LUMO energy: 0.03205 Eh
* calculated total energy: -10981.213 eV
* strongest force on any atom: 1.75 eV/Å

CARTESIAN COORDINATES (ANGSTROEM)
C: -1.692 -0.125 -0.391
C: 0.673 -0.482 0.594
C: -0.394 -0.933 -0.418
C: 1.656 0.540 0.014
C: 2.869 0.716 0.916
N: -2.600 -0.551 -1.408
O: -2.376 -0.261 0.814
O: -1.468 1.232 -0.602
H: -2.164 0.574 1.267
H: -1.850 1.360 -1.486
H: -3.505 -0.171 -1.133
H: -2.725 -1.556 -1.277
H: 1.241 -1.371 0.896
H: 0.212 -0.084 1.504
H: 0.040 -0.910 -1.426
H: -0.631 -1.981 -0.193
H: 1.161 1.507 -0.122
H: 2.005 0.212 -0.973
H: 2.575 1.041 1.918
H: 3.424 -0.224 1.009
H: 3.549 1.466 0.498